1.
Molecular formula: C44H44N4O10S2Se2Ta
Method: DFT, the ωB97M-V functional and the def2-TZVPD basis

HOMO-LUMO gap, eV: 6.9
HOMO level, eV: -4.9
LUMO, eV: 1.969
Total energy, eV: -226696.828
Spin multiplicity: 1
M, Da: 1191.9
Relative energy (zero: lowest compared OMol25 entry of this formula, charge and spin), kcal per mole: 0.00
Net charge: -1

Last column: Löwdin charge in e.
Positions of all 107 atoms, in Å:
Ta (-0.1208, 0.1541, -0.0213)  1.475
Se (-0.3086, 1.8033, 2.0669)  0.748
Se (-2.4896, -0.5628, 0.8247)  0.726
S (2.5997, 0.1960, -1.2510)  0.624
S (5.8381, -3.9432, 5.7839)  1.014
O (2.8100, 0.8200, -2.5301)  -0.280
O (-0.4148, -0.6544, -6.5315)  -0.076
O (-0.8617, -0.0846, -1.8585)  -0.258
O (1.6678, -0.9592, -1.1871)  -0.370
O (7.0484, -3.3047, 3.5151)  0.018
O (-2.9308, 3.2297, 3.5587)  -0.087
O (0.5131, 4.0459, -1.4515)  0.065
O (-2.6467, -1.7090, 3.9453)  -0.087
O (-0.2519, 2.0534, -0.7835)  -0.290
O (-0.3783, -2.1749, -0.3778)  -0.158
N (1.9564, 1.1004, -0.1343)  -0.314
N (-3.6597, 2.4508, -0.8462)  0.088
N (-4.2524, -1.3698, -2.6028)  0.157
N (-3.8228, -3.7079, -2.5190)  0.079
C (-4.1232, -2.5334, -1.9746)  -0.203
C (0.9038, -0.9480, 1.5631)  -0.197
C (-2.8610, 3.1267, -3.4029)  -0.036
C (6.6732, -1.2980, 0.1310)  -0.263
C (-3.9521, 1.1822, -4.4002)  -0.045
C (4.1877, -0.3954, -0.7347)  -0.261
C (-3.1708, 1.9985, 4.2134)  -0.241
C (-3.2424, 0.7433, 2.0711)  -0.509
C (-0.5069, -2.8589, -1.3967)  -0.353
C (6.5558, -0.5390, -1.0307)  -0.045
C (-0.3249, -3.0710, -3.8736)  -0.026
C (-0.6618, -0.8962, -2.8706)  -0.298
C (7.1696, -3.7809, 4.6122)  -0.745
C (0.6713, 2.9743, -0.9083)  -0.613
C (-3.5988, 1.9557, -3.1970)  -0.197
C (-3.6175, -3.6879, -3.8359)  -0.145
C (2.4502, -2.1523, 3.3187)  -0.246
C (-0.5024, -2.2864, -2.7235)  -0.115
C (1.9943, 2.5405, -0.2912)  -0.193
C (-3.9824, 1.6814, -1.8837)  -0.095
C (5.5192, -1.6028, 0.8504)  -0.009
C (-0.6507, -0.3265, -4.1518)  0.070
C (8.0185, -1.7787, 0.6046)  -0.048
C (-3.1626, -0.4435, 4.3095)  -0.239
C (-0.6666, -4.3442, -1.2123)  0.013
C (1.5245, -1.5444, 2.4188)  -0.110
C (4.2813, -1.1525, 0.4220)  -0.025
C (-3.7115, -2.5369, -4.5866)  -0.021
C (5.3207, -0.0848, -1.4701)  -0.053
C (8.4850, -4.2946, 5.1461)  -0.079
C (-0.4495, -1.1268, -5.2578)  -0.271
C (4.4937, -3.2642, 4.8586)  -0.554
C (-2.9134, 3.5254, -1.0662)  -0.136
C (-4.0321, -1.3534, -3.9173)  -0.266
C (-0.5098, 0.7507, -6.7017)  -0.071
C (-2.4948, 3.9124, -2.3323)  -0.061
C (3.8212, -4.0484, 3.9281)  -0.095
C (3.1111, -1.3852, 4.2836)  -0.012
C (4.1263, -1.9363, 5.0449)  -0.091
C (-1.1118, 0.7264, 3.4874)  -0.489
C (-0.2815, -2.5136, -5.1255)  -0.018
C (2.8087, -3.4966, 3.1657)  -0.021
C (-2.6477, 0.7488, 3.4843)  -0.578
C (-4.1312, -0.1143, -4.7056)  -0.040
H (-4.2566, 1.9178, 4.3354)  0.126
H (-0.4527, 0.9276, -7.7727)  0.090
H (-4.2964, -0.3142, -5.7604)  0.101
H (-4.5744, 0.8105, -1.6666)  0.088
H (-0.1972, -4.1404, -3.7731)  0.111
H (2.8385, -0.3443, 4.3970)  0.123
H (-0.7422, 1.1072, 4.4421)  0.072
H (4.1095, -5.0824, 3.7892)  0.107
H (2.8172, 2.8922, -0.9139)  0.121
H (-0.6481, -4.5638, -0.1481)  0.091
H (-0.7818, 0.7434, -4.2108)  0.120
H (-2.5357, -1.7303, 2.9810)  -0.005
H (2.3011, -4.0892, 2.4163)  0.119
H (7.4456, -0.3023, -1.6037)  0.110
H (-3.3628, -4.6345, -4.3014)  0.108
H (8.5247, -2.3510, -0.1758)  0.079
H (2.0757, 3.0029, 0.6946)  0.099
H (9.1649, -3.4481, 5.2458)  0.088
H (-4.3089, 0.5132, 2.1251)  0.073
H (-0.7380, -0.2864, 3.3639)  0.025
H (-3.1411, 1.7108, 1.5905)  0.016
H (-1.6142, -4.6719, -1.6443)  0.071
H (8.9086, -4.9867, 4.4192)  0.086
H (-2.6284, 4.1010, -0.1920)  0.116
H (-4.0082, 1.8314, -5.2725)  0.102
H (0.3150, 1.2625, -6.2005)  0.102
H (-2.7271, 2.0150, 5.2192)  0.118
H (-2.8887, -0.2956, 5.3594)  0.125
H (8.6630, -0.9330, 0.8569)  0.081
H (-1.4583, 1.1309, -6.3151)  0.079
H (-2.5579, 3.3982, -4.4091)  0.109
H (0.1459, -4.8770, -1.7078)  0.086
H (-4.2770, -2.5145, -0.9016)  0.086
H (-3.5177, -2.5440, -5.6508)  0.112
H (-4.2608, -0.4487, 4.2547)  0.120
H (4.6558, -1.3305, 5.7692)  0.104
H (3.3807, -1.3823, 0.9652)  0.079
H (5.5945, -2.2001, 1.7537)  0.098
H (-1.8647, 4.7799, -2.4551)  0.099
H (-0.1210, -3.1085, -6.0143)  0.114
H (5.2251, 0.5002, -2.3751)  0.107
H (7.9209, -2.4064, 1.4894)  0.048
H (-2.1295, 3.1404, 3.0170)  -0.010
H (8.3774, -4.7869, 6.1105)  0.058

Atomic forces in eV per Å
Ta 0.560 -0.414 0.030
Se -0.019 -0.008 -0.024
Se 0.115 -0.046 -0.058
S -0.127 -0.164 0.225
S 0.003 -0.046 -0.018
O -0.021 0.075 -0.095
O 0.005 0.002 0.015
O 0.020 -0.167 -0.501
O 0.224 0.343 -0.040
O -0.005 -0.069 0.066
O 0.020 -0.007 0.004
O -0.037 0.073 0.111
O 0.001 0.005 -0.001
O -0.137 0.170 -0.096
O -0.402 0.141 0.287
N -0.045 -0.135 -0.052
N -0.062 -0.006 0.021
N 0.029 0.138 0.079
N 0.012 -0.019 -0.021
C -0.017 0.107 0.011
C -0.076 0.044 0.089
C 0.007 -0.025 0.017
C -0.023 -0.021 0.026
C 0.012 -0.121 -0.019
C -0.055 0.003 0.029
C -0.013 0.014 -0.014
C 0.030 -0.008 0.095
C 0.089 -0.032 0.152
C -0.017 0.013 -0.019
C 0.005 0.061 -0.077
C -0.119 0.168 0.062
C -0.007 0.034 0.029
C 0.003 -0.067 -0.025
C -0.040 -0.004 -0.014
C -0.020 0.022 -0.040
C 0.067 -0.055 -0.080
C -0.059 0.039 -0.049
C 0.059 -0.012 0.013
C 0.097 -0.004 -0.075
C -0.018 -0.014 0.021
C 0.032 -0.079 -0.136
C 0.026 -0.001 0.005
C -0.005 -0.009 0.002
C 0.024 0.033 -0.003
C 0.013 0.031 0.035
C 0.045 -0.014 -0.067
C 0.016 0.008 -0.020
C 0.038 0.028 -0.053
C 0.011 0.009 -0.002
C -0.069 0.145 0.011
C -0.022 0.036 0.000
C 0.005 -0.028 -0.040
C -0.001 0.029 0.001
C 0.024 -0.036 0.014
C 0.024 -0.017 -0.015
C 0.007 -0.006 0.016
C -0.010 0.004 0.006
C 0.012 0.005 -0.005
C -0.029 0.026 0.003
C 0.014 -0.099 0.036
C 0.002 0.003 0.008
C 0.015 0.000 -0.014
C 0.029 0.137 0.081
H -0.002 -0.007 0.002
H -0.007 0.002 0.004
H -0.002 0.007 0.001
H -0.084 -0.201 0.025
H -0.006 -0.027 0.015
H 0.000 0.000 0.001
H 0.000 0.003 -0.001
H 0.001 -0.003 0.002
H -0.010 -0.028 -0.011
H -0.002 0.005 -0.001
H 0.000 0.012 0.007
H 0.001 -0.007 -0.002
H -0.009 -0.001 0.004
H -0.004 0.010 -0.002
H 0.005 -0.011 -0.008
H 0.000 0.005 -0.004
H 0.015 0.043 -0.023
H 0.005 -0.003 -0.003
H 0.008 -0.014 -0.012
H -0.011 -0.002 0.011
H 0.005 -0.006 -0.005
H 0.023 0.000 0.009
H 0.000 0.001 0.002
H 0.003 -0.006 -0.010
H -0.015 -0.013 -0.009
H -0.007 0.004 0.011
H 0.001 -0.002 -0.001
H -0.001 0.001 0.002
H -0.003 -0.005 -0.009
H -0.021 0.005 0.000
H 0.001 0.008 -0.008
H 0.012 -0.023 0.001
H 0.004 0.010 0.010
H 0.001 0.000 0.009
H 0.001 0.001 -0.001
H -0.007 -0.002 0.001
H -0.130 -0.039 0.122
H -0.011 0.042 -0.024
H 0.007 0.011 0.002
H 0.000 -0.009 0.008
H 0.001 -0.008 0.012
H 0.008 0.034 -0.054
H -0.010 0.002 0.001
H -0.001 -0.002 0.001

---

2.
Molecular formula: C44H44N4O2RuSSb
Method: DFT, the ωB97M-V functional and the def2-TZVPD basis

HOMO-LUMO gap (alpha / beta), eV: 4.3 / 6.4
HOMO level (alpha / beta), eV: -4.5 / -7.0
LUMO (alpha / beta), eV: -0.174 / -0.584
Total energy, eV: -76347.191
Spin multiplicity: 6
M, Da: 915.8
Relative energy (zero: lowest compared OMol25 entry of this formula, charge and spin), kcal per mole: 12.85
Net charge: 0

Last column: Löwdin charge in e.
Positions of all 97 atoms, in Å:
Sb (1.2214, 4.7871, 1.3359)  1.528
Ru (0.0735, 1.5980, -0.0663)  1.305
S (-0.4906, -0.0204, 2.7026)  0.614
O (-1.1957, -1.1530, 0.5070)  -0.125
O (-1.6028, -0.0177, -1.3893)  -0.066
N (2.2221, 1.9330, 1.3637)  0.046
N (-0.0439, 3.4709, -1.2158)  -0.043
N (-1.1104, 2.8575, 1.3384)  -0.071
N (-2.0671, -3.7062, 0.6297)  0.106
C (-2.3186, -6.7000, 4.5465)  -0.054
C (-2.5193, -3.4396, -3.5159)  -0.094
C (-4.0349, -5.0590, 0.9797)  -0.042
C (3.1071, 0.9590, 1.6314)  -0.317
C (2.4619, 0.2083, -2.0070)  -0.568
C (-0.7513, 4.7615, -3.1046)  -0.019
C (-0.1493, 5.9084, -2.6083)  -0.049
C (-2.1974, -2.3157, -2.7971)  -0.018
C (2.6676, 3.1786, 1.2976)  -0.465
C (-0.6705, -0.0301, 1.0517)  -0.894
C (3.4043, -0.9118, -1.5178)  -0.055
C (2.0523, -0.1873, -3.4504)  -0.040
C (4.4637, 1.2327, 1.7734)  -0.026
C (-2.0584, 3.3906, 3.8913)  -0.053
C (0.4587, 4.6043, -0.6933)  -0.441
C (2.5796, -0.4210, 1.7988)  -0.082
C (-4.7115, -6.0180, 1.7025)  -0.084
C (3.0286, 3.8925, -2.6761)  -0.084
C (4.3062, 4.1070, -2.1904)  -0.096
C (-2.8953, -6.1062, 3.2941)  -0.236
C (-0.6864, 3.5714, -2.4032)  -0.321
C (4.9301, 2.5289, 1.6388)  -0.068
C (5.0150, 3.0406, -1.6704)  -0.099
C (4.4471, 1.7786, -1.6114)  -0.040
C (-2.3319, 2.4439, 1.7100)  -0.362
C (-2.7705, -4.6376, 1.3911)  -0.204
C (-2.4502, -4.7314, -1.4963)  -0.035
C (-1.9848, -2.3577, -1.4049)  -0.058
C (-1.6037, -1.1111, -0.7935)  -0.428
C (-0.8572, -4.6039, 2.9933)  -0.026
C (-2.1778, -3.5913, -0.7329)  -0.176
C (-2.1990, -5.1364, 2.5710)  -0.161
C (0.4399, 5.8154, -1.3600)  -0.155
C (-4.1356, -6.5502, 2.8435)  -0.063
C (-0.4093, 3.6230, 2.1798)  -0.456
C (-3.1607, 1.7332, 0.6907)  -0.031
C (3.1509, 1.5574, -2.0560)  -0.178
C (-0.8405, 3.8989, 3.4631)  -0.125
C (-1.3791, 2.3780, -2.9676)  -0.036
C (1.2159, 0.2343, -1.1598)  -0.127
C (-2.6217, -4.6663, -2.8618)  -0.073
C (2.4633, 2.6342, -2.6078)  -0.051
C (-2.8352, 2.6985, 2.9767)  -0.031
C (3.9998, 3.5303, 1.4152)  -0.146
H (-2.4108, 3.5607, 4.8960)  0.109
H (-3.0133, -7.4189, 4.9737)  0.072
H (4.2878, 4.5708, 1.3496)  0.088
H (-3.8218, 2.3434, 3.2381)  0.121
H (-1.3823, -7.2140, 4.3291)  0.082
H (-0.8746, 1.4498, -2.6983)  0.041
H (-1.4475, 2.4523, -4.0495)  0.088
H (4.7444, 5.0928, -2.2323)  0.099
H (2.9299, -0.1946, -4.0968)  0.089
H (-5.6880, -6.3472, 1.3754)  0.101
H (0.8804, 6.6840, -0.8905)  0.078
H (-4.6644, -7.3138, 3.3979)  0.102
H (3.8396, -0.6791, -0.5519)  0.053
H (-2.6686, -3.3800, -4.5837)  0.097
H (-1.6123, -2.9531, 1.1252)  0.120
H (1.8679, -0.6037, 0.9874)  0.037
H (-4.1334, 2.2153, 0.5970)  0.090
H (5.9816, 2.7601, 1.7294)  0.111
H (-1.2828, 4.7863, -4.0418)  0.116
H (5.1473, 0.4291, 2.0048)  0.116
H (-0.2114, -4.5017, 2.1212)  0.084
H (-0.3683, -5.2558, 3.7106)  0.067
H (-0.1693, 6.8371, -3.1536)  0.111
H (-2.3961, 2.3232, -2.5746)  0.092
H (-2.1179, -5.9260, 5.2856)  0.085
H (5.0405, 0.9675, -1.2213)  0.103
H (4.2086, -1.0744, -2.2338)  0.087
H (0.8050, -0.7841, -1.1695)  0.039
H (-2.5232, -5.6811, -0.9870)  0.117
H (6.0253, 3.1827, -1.3158)  0.103
H (-0.2319, 4.5095, 4.1164)  0.090
H (-2.6457, 1.7307, -0.2743)  0.043
H (-0.9679, -3.6171, 3.4496)  0.086
H (2.4782, 4.7054, -3.1288)  0.096
H (-3.3345, 0.6985, 0.9907)  0.092
H (2.0308, -0.5013, 2.7386)  0.027
H (3.3737, -1.1608, 1.7792)  0.081
H (-2.0813, -1.3575, -3.2806)  0.114
H (1.3267, 0.5121, -3.8513)  0.065
H (2.8475, -1.8406, -1.4185)  0.088
H (1.4818, 2.4775, -3.0246)  0.089
H (1.6010, -1.1769, -3.4472)  0.084
H (-2.8222, -5.5693, -3.4195)  0.103
H (-4.4761, -4.6208, 0.0949)  0.115

Atomic forces in eV per Å
Sb -0.027 -0.744 -0.161
Ru 0.702 -1.831 0.484
S 0.077 0.034 0.255
O -0.181 -1.311 -1.668
O -0.168 -1.181 0.431
N 0.008 -0.249 -0.102
N -0.389 0.645 -0.710
N -0.647 0.211 0.420
N 0.284 0.351 0.234
C 0.004 0.046 -0.077
C -0.041 -0.109 -0.206
C 0.016 0.083 0.089
C -0.064 -0.188 -0.012
C 0.089 -0.172 -0.134
C 0.275 0.765 -0.005
C -0.226 -0.574 0.096
C 0.165 0.029 0.318
C -0.172 0.742 0.104
C -0.314 1.543 0.293
C -0.109 0.267 -0.057
C 0.100 0.111 0.202
C 0.246 0.319 0.063
C -0.150 -0.152 -0.391
C 0.181 -0.026 0.577
C -0.021 -0.015 -0.161
C 0.032 -0.015 -0.013
C -0.077 0.054 -0.109
C 0.118 0.087 0.044
C -0.216 -0.048 -0.042
C 0.015 -0.291 0.152
C -0.256 -0.157 0.075
C 0.089 0.085 -0.071
C 0.006 -0.034 -0.034
C -0.069 -0.032 -0.235
C -0.307 -0.475 0.221
C -0.048 -0.194 -0.247
C -0.394 -0.935 -0.460
C 0.295 2.087 0.566
C -0.175 -0.115 -0.003
C 0.223 0.468 -0.173
C -0.020 0.081 -0.287
C -0.048 0.198 -0.131
C 0.007 0.022 0.043
C 0.338 0.512 -0.063
C 0.080 -0.103 -0.098
C -0.012 -0.053 -0.048
C 0.094 0.038 0.103
C 0.204 -0.187 0.045
C -0.368 0.000 0.134
C 0.078 0.214 0.200
C 0.128 0.028 -0.147
C 0.232 0.239 0.367
C 0.101 0.086 0.090
H -0.032 0.044 0.127
H 0.008 -0.038 0.073
H 0.083 0.014 -0.013
H -0.020 -0.038 -0.012
H 0.076 -0.040 0.099
H -0.027 0.091 -0.024
H -0.003 0.050 -0.101
H 0.095 0.099 -0.027
H 0.059 -0.032 -0.123
H -0.051 -0.029 0.010
H 0.017 0.045 0.003
H 0.010 -0.033 0.084
H 0.059 -0.002 0.149
H -0.004 0.032 -0.071
H -0.052 0.026 -0.098
H 0.079 -0.173 0.206
H -0.064 0.103 -0.009
H 0.087 -0.020 0.012
H -0.028 -0.056 -0.140
H 0.002 -0.107 -0.026
H 0.085 0.057 0.037
H 0.035 -0.015 0.059
H -0.019 0.140 -0.101
H 0.002 -0.091 0.065
H 0.062 -0.008 0.112
H 0.002 -0.107 0.072
H 0.156 -0.018 -0.067
H -0.067 0.178 0.062
H -0.010 -0.026 -0.015
H 0.114 0.042 0.055
H -0.006 0.038 0.025
H -0.277 -0.061 0.190
H 0.125 0.067 -0.006
H -0.054 0.053 -0.018
H 0.062 -0.016 -0.041
H -0.003 -0.002 -0.082
H 0.149 -0.060 -0.024
H 0.019 0.035 -0.053
H -0.120 0.074 -0.125
H -0.085 -0.075 -0.010
H -0.055 -0.080 0.010
H -0.045 -0.116 0.006
H -0.033 -0.067 -0.035
H -0.020 -0.032 0.007

---

Which of these has the lowest net charge? C44H44N4O10S2Se2Ta